Molecular formula: C46H114MnO24
Method: DFT, ωB97M-V/def2-TZVPD

## Properties
* expectation value of S²: 8.7648
* spin multiplicity: 6
* HOMO level (alpha / beta): -0.1151 / -0.2471 hartree
* LUMO energy (alpha / beta): 0.330 / 0.181 eV
* Kohn-Sham gap (alpha / beta): 3.5 / 6.9 eV
* ΔE to the lowest compared entry with this formula, charge and spin: 89.650 eV

CARTESIAN COORDINATES (ANGSTROEM)
Mn1 2.32 -0.74 -0.31
O1 -2.23 2.05 4.19
O2 1.12 3.49 1.74
O3 -1.41 -2.44 3.47
O4 2.03 -1.67 3.96
O5 0.31 -4.14 1.61
O6 3.57 -0.12 -4.86
O7 -5.10 -2.44 -2.76
O8 0.43 -0.03 -4.93
O9 -2.12 1.27 -3.15
O10 -1.99 -1.90 -3.60
O11 3.69 -0.46 0.78
O12 -4.12 2.67 -5.21
O13 0.23 5.66 -0.98
O14 -3.08 1.33 0.65
O15 2.14 -2.34 -0.43
O16 1.24 -3.51 6.35
O17 1.49 -0.77 1.20
O18 -3.44 -1.67 1.05
O19 0.10 0.20 3.76
O20 1.56 -0.39 -1.77
O21 3.48 -1.16 -1.50
O22 -0.99 2.91 -0.30
O23 3.44 4.06 0.21
O24 2.63 0.99 -0.01
C1 -2.69 0.22 -0.22
C2 4.58 4.80 -0.12
C3 -1.09 -1.92 -2.48
C4 3.12 1.28 -1.32
C5 -0.69 0.70 2.71
C6 0.73 -3.55 5.00
C7 -3.47 0.91 -3.49
C8 1.26 -0.71 -3.99
C9 1.66 -3.12 3.87
C10 4.12 0.14 -1.65
C11 -3.26 -2.76 1.91
C12 -0.43 -2.94 1.27
C13 -0.34 -4.96 2.46
C14 -4.81 -1.08 -2.75
C15 -3.54 2.01 4.82
C16 4.34 -2.27 -1.88
C17 1.02 4.06 0.42
C18 1.50 0.17 3.42
C19 1.17 -3.44 -0.74
C20 2.68 -1.26 2.75
C21 -1.39 -1.58 4.63
C22 -0.86 -0.65 -5.11
C23 4.16 -1.80 0.84
C24 2.99 -2.78 0.64
C25 3.96 -1.44 -5.15
C26 2.51 -3.91 6.72
C27 0.26 -0.38 0.51
C28 -2.22 -1.05 0.52
C29 -4.34 1.21 1.24
C30 0.77 6.92 -0.58
C31 -1.59 4.06 -0.91
C32 -1.64 1.72 -0.57
C33 -1.33 0.18 -2.75
C34 2.60 0.01 -3.80
C35 0.11 2.51 2.09
C36 0.31 -0.43 -1.10
C37 1.87 2.10 0.43
C38 -0.55 -1.92 2.42
C39 -2.76 -3.17 -3.68
C40 -4.88 3.82 -5.50
C41 2.31 4.91 0.21
C42 -3.96 -3.33 -2.63
C43 -4.34 2.12 -3.92
C44 4.60 0.38 1.53
C45 -1.06 5.40 -0.49
C46 -2.14 1.07 3.16
H1 4.87 -1.38 -5.75
H2 2.41 1.08 -3.72
H3 -3.68 -3.23 -1.58
H4 -0.68 0.09 1.80
H5 -0.82 3.03 2.31
H6 1.17 -3.23 2.91
H7 -1.53 0.01 -5.67
H8 0.36 -3.12 -1.40
H9 2.54 -3.76 3.87
H10 -0.42 0.26 -1.52
H11 0.48 2.23 3.07
H12 -1.33 -0.84 -4.14
H13 1.79 7.03 -0.95
H14 -2.65 -2.48 2.77
H15 -4.20 -3.04 2.39
H16 -5.18 0.96 0.58
H17 -0.96 -0.98 2.04
H18 -4.81 4.56 -4.71
H19 0.07 7.73 -0.79
H20 -0.10 -1.37 -1.45
H21 3.62 2.24 -1.49
H22 0.07 -2.46 0.43
H23 -3.48 -0.01 -0.93
H24 4.83 -2.07 0.03
H25 2.06 -1.24 1.85
H26 -4.08 2.93 -3.24
H27 2.48 -2.91 1.60
H28 3.42 -3.75 0.39
H29 -3.47 0.20 -4.32
H30 0.66 -3.76 0.16
H31 -4.36 -4.33 -2.81
H32 -4.19 -0.72 -3.57
H33 0.34 -4.54 4.76
H34 -1.06 0.22 -1.70
H35 -2.71 1.40 2.29
H36 4.50 -2.28 -2.96
H37 -1.38 -5.20 2.25
H38 3.12 -0.22 -2.87
H39 -2.00 -3.93 -3.50
H40 4.42 0.20 -2.70
H41 -1.52 -0.79 1.32
H42 -1.98 0.64 -0.93
H43 -3.63 2.75 5.61
H44 1.73 -0.54 2.63
H45 -1.80 -1.77 -0.18
H46 2.72 -4.92 6.36
H47 2.65 -3.86 7.80
H48 -5.73 -0.50 -2.84
H49 3.23 -3.21 6.30
H50 2.94 -0.21 2.88
H51 -0.76 -1.60 -5.63
H52 0.44 -1.66 2.79
H53 0.03 0.61 0.91
H54 -0.64 -0.95 -2.26
H55 5.28 -2.26 -1.35
H56 -0.33 -4.50 3.45
H57 -0.24 -3.06 5.05
H58 -5.90 3.48 -5.70
H59 4.56 -2.11 1.81
H60 0.21 -5.90 2.55
H61 4.16 -1.98 -4.22
H62 1.25 2.51 -0.37
H63 3.79 -3.15 -1.55
H64 -1.78 -0.73 -3.14
H65 4.85 5.40 0.75
H66 -4.33 -0.84 -1.80
H67 2.35 5.66 1.01
H68 -1.63 -2.28 -1.60
H69 3.20 -1.99 -5.71
H70 0.16 4.70 0.56
H71 -2.64 4.13 -0.62
H72 -2.82 -3.60 1.38
H73 -1.39 -3.27 0.87
H74 1.16 1.92 1.23
H75 1.81 1.16 3.09
H76 2.37 1.23 -2.11
H77 4.13 1.37 1.53
H78 3.58 -1.87 2.61
H79 -0.98 5.49 0.59
H80 0.85 6.93 0.51
H81 -4.31 0.54 2.10
H82 -3.19 -3.26 -4.68
H83 5.03 0.17 -1.06
H84 -3.63 1.04 5.31
H85 -0.25 1.65 2.41
H86 -0.39 0.35 -3.29
H87 -1.77 6.14 -0.86
H88 -1.76 -0.56 4.50
H89 -1.50 4.09 -2.00
H90 -4.38 2.23 4.17
H91 -4.58 2.23 1.57
H92 -1.80 1.66 -1.65
H93 -2.54 0.14 3.55
H94 -1.03 0.92 -0.15
H95 5.63 0.40 1.17
H96 -5.38 1.81 -3.92
H97 -1.94 -2.06 5.43
H98 2.16 5.49 -0.70
H99 -0.61 -0.96 0.80
H100 5.41 4.11 -0.23
H101 -0.06 1.65 1.44
H102 -4.48 4.18 -6.45
H103 1.64 -4.23 -1.32
H104 2.60 2.83 0.79
H105 0.82 3.38 -0.41
H106 -3.99 0.45 -2.65
H107 -0.31 -2.65 -2.66
H108 0.76 -0.65 -3.02
H109 1.42 -1.77 -4.16
H110 2.13 -0.02 4.29
H111 4.70 0.09 2.58
H112 -0.39 -1.38 5.04
H113 4.58 5.44 -1.00
H114 -2.63 1.69 -0.12

These are the Mulliken partial charges, in e, on atoms 1 to 6: -4.1907 -0.4923 -0.4133 -0.9017 -0.1516 -0.3247